(a)
# C3H8N2O2S

2 unconnected molecules or ions with the total composition C3H8N2O2S (ωB97M-V/def2-TZVPD, OMol25).

Last columns: bonded neighbours and bond lengths (Å).
Atoms and positions in Å:
1 C -0.382 -0.409 0.429  N2 1.271, N5 1.359, H6 1.079
2 N -0.662 0.822 0.280  C1 1.271, C3 1.455
3 C -1.468 0.934 -0.926  N2 1.455, C4 1.552, H7 1.092, H8 1.094
4 C -1.434 -0.471 -1.584  C3 1.552, N5 1.450, H9 1.093, H10 1.098
5 N -0.850 -1.263 -0.519  C1 1.359, C4 1.450, H11 1.006
6 H 0.173 -0.796 1.269  C1 1.079
7 H -1.073 1.719 -1.574  C3 1.092
8 H -2.484 1.210 -0.629  C3 1.094
9 H -2.431 -0.839 -1.838  C4 1.093
10 H -0.815 -0.485 -2.490  C4 1.098
11 H -0.424 -2.156 -0.700  N5 1.006
12 O 2.078 1.473 1.096  S13 1.627, H15 0.981
13 S 2.952 0.108 0.966  O12 1.627, O14 1.653
14 O 2.569 -0.747 2.327  S13 1.653, H16 0.965
15 H 1.144 1.373 0.813  O12 0.981
16 H 3.107 -0.473 3.080  O14 0.965

The HOMO energy is -8.511 eV. The calculation puts the frontier orbital gap at 0.342 Ha. The calculation puts the LUMO energy at 0.80 eV. Its SMILES is C1=NCCN1.OSO.

(b)
# C3H8N2O2S

A single C3H8N2O2S molecule (ωB97M-V/def2-TZVPD, OMol25).

Last columns: bonded neighbours and bond lengths (Å).
Atoms and positions in Å:
1 C 1.077 -0.859 -0.549  C2 1.521, N4 1.395, H9 1.101, H10 1.066
2 C 1.243 0.634 -0.308  C1 1.521, N5 1.461, H11 1.117, H12 1.132
3 C -0.541 -0.358 0.823  N4 1.397, N5 1.424, S8 1.928, H13 1.059
4 N 0.445 -1.324 0.604  C1 1.395, C3 1.397, H14 1.015
5 N 0.161 0.868 0.647  C2 1.461, C3 1.424, H15 1.007
6 O -2.873 0.480 0.708  S8 1.445
7 O -1.632 0.861 -1.457  S8 1.613, H16 0.962
8 S -2.089 -0.179 -0.312  C3 1.928, O6 1.445, O7 1.613
9 H 0.361 -0.959 -1.380  C1 1.101
10 H 1.998 -1.354 -0.760  C1 1.066
11 H 2.206 1.013 0.112  C2 1.117
12 H 1.115 1.139 -1.312  C2 1.132
13 H -0.919 -0.477 1.805  C3 1.059
14 H 0.320 -2.312 0.802  N4 1.015
15 H 0.214 1.353 1.527  N5 1.007
16 H -1.087 1.473 -0.951  O7 0.962

The HOMO energy is -8.327 eV. The calculation puts the frontier orbital gap at 0.335 Ha. The calculation puts the LUMO energy at 0.78 eV.

Stability ranking, top entry: (a); the second entry is 76.0 kJ/mol less favorable.

(a)
# C4H5BrO2

2 unconnected molecules or ions with the total composition C4H5BrO2 (ωB97M-V/def2-TZVPD, OMol25).

Last columns: bonded neighbours and bond lengths (Å).
Atoms and positions in Å:
1 O -2.304 -2.264 -0.327  C2 1.155
2 C -1.918 -1.302 0.182  O1 1.155, C3 1.300
3 C -1.430 -0.194 0.657  C2 1.300, Br4 1.909, H5 1.073
4 Br -2.140 1.430 -0.054  C3 1.909
5 H -0.873 -0.095 1.568  C3 1.073
6 C 1.431 0.940 -0.127  C7 1.497, H9 1.087, H10 1.092, H11 1.090
7 C 0.927 -0.431 -0.457  C6 1.497, O8 1.202, H12 1.108
8 O 1.164 -1.425 0.175  C7 1.202
9 H 0.732 1.711 -0.437  C6 1.087
10 H 2.356 1.084 -0.689  C6 1.092
11 H 1.662 1.029 0.934  C6 1.090
12 H 0.391 -0.484 -1.425  C7 1.108

The HOMO energy is -9.227 eV. The calculation puts the frontier orbital gap at 0.328 Ha. The calculation puts the LUMO energy at -0.30 eV. Its SMILES is O=C=CBr.CC=O.

(b)
# C4H5BrO2

2 unconnected molecules or ions with the total composition C4H5BrO2 (ωB97M-V/def2-TZVPD, OMol25).

Last columns: bonded neighbours and bond lengths (Å).
Atoms and positions in Å:
1 C -1.906 2.070 0.081  O5 1.162, H8 1.135
2 C -0.900 0.052 0.009  C3 1.378, Br7 1.908
3 C 0.459 -0.166 -0.032  C2 1.378, C4 1.562, O6 1.366
4 C 1.165 -1.560 0.011  C3 1.562, H9 1.079, H10 1.045, H11 1.038
5 O -2.817 2.168 0.795  C1 1.162
6 O 1.257 0.886 -0.379  C3 1.366, H12 0.959
7 Br -2.114 -1.198 0.787  C2 1.908
8 H -1.199 2.778 -0.455  C1 1.135
9 H 2.115 -1.587 0.521  C4 1.079
10 H 1.478 -1.839 -0.946  C4 1.045
11 H 0.389 -2.154 0.361  C4 1.038
12 H 2.073 0.549 -0.754  O6 0.959

The HOMO energy is -8.294 eV. The calculation puts the frontier orbital gap at 0.317 Ha. The calculation puts the LUMO energy at 0.33 eV.

Stability ranking, top entry: (a); the second entry is 199.9 kJ/mol less favorable.

(a)
# Cl3H3Si2

A single Cl3H3Si2 molecule (ωB97M-V/def2-TZVPD, OMol25).

Last columns: bonded neighbours and bond lengths (Å).
Atoms and positions in Å:
1 Cl 1.080 -2.013 1.303  Si2 2.564
2 Si 0.632 0.500 1.062  Cl1 2.564, Si3 2.368, H6 1.505, H7 1.468
3 Si -0.638 -0.075 -0.852  Si2 2.368, Cl4 2.152, Cl5 2.064, H8 1.364
4 Cl -0.148 0.976 -2.665  Si3 2.152
5 Cl -2.656 0.181 -0.502  Si3 2.064
6 H 0.104 1.073 2.349  Si2 1.505
7 H 2.032 0.681 0.657  Si2 1.468
8 H -0.406 -1.323 -1.352  Si3 1.364

The HOMO energy is -10.576 eV. The calculation puts the frontier orbital gap at 0.344 Ha. The calculation puts the LUMO energy at -1.22 eV. Its SMILES is Cl[SiH2][SiH](Cl)Cl.

(b)
# Cl3H3Si2

2 unconnected molecules or ions with the total composition Cl3H3Si2 (ωB97M-V/def2-TZVPD, OMol25).

Last columns: bonded neighbours and bond lengths (Å).
Atoms and positions in Å:
1 Si -0.928 -0.457 -1.065  Cl5 2.083, H6 1.480, H7 1.426, H8 1.410
2 Si 2.038 -0.049 1.077  Cl3 2.046, Cl4 2.059
3 Cl 0.519 -0.476 2.378  Si2 2.046
4 Cl 2.224 1.981 1.370  Si2 2.059
5 Cl -0.430 1.526 -0.671  Si1 2.083
6 H -0.402 -1.251 -2.198  Si1 1.480
7 H -0.687 -0.860 0.282  Si1 1.426
8 H -2.334 -0.414 -1.173  Si1 1.410

The HOMO energy is -9.662 eV. The calculation puts the frontier orbital gap at 0.324 Ha. The calculation puts the LUMO energy at -0.84 eV.

Stability ranking, top entry: (a); the second entry is 14.5 kJ/mol less favorable.

(a)
# C3H2ClNO2

A single C3H2ClNO2 molecule (ωB97M-V/def2-TZVPD, OMol25).

Last columns: bonded neighbours and bond lengths (Å).
Atoms and positions in Å:
1 O -2.084 -0.877 -0.089  C2 1.325, H8 1.158
2 C -0.872 -0.356 0.034  O1 1.325, N3 1.293, O7 1.417
3 N 0.259 -0.974 -0.061  C2 1.293, C4 1.417
4 C 1.259 0.026 -0.151  N3 1.417, Cl5 1.700, C6 1.337
5 Cl 2.891 -0.420 0.017  C4 1.700
6 C 0.567 1.161 -0.013  C4 1.337, O7 1.450, H9 1.168
7 O -0.877 1.060 0.066  C2 1.417, C6 1.450
8 H -1.910 -1.918 0.388  O1 1.158
9 H 0.769 2.298 -0.191  C6 1.168

The HOMO energy is -9.192 eV. The calculation puts the frontier orbital gap at 0.349 Ha. The calculation puts the LUMO energy at 0.31 eV. Its SMILES is Oc1nc(Cl)co1.

(b)
# C3H2ClNO2

A single C3H2ClNO2 molecule (ωB97M-V/def2-TZVPD, OMol25).

Last columns: bonded neighbours and bond lengths (Å).
Atoms and positions in Å:
1 C -0.153 -0.270 -0.202  N2 1.195, H8 1.055, H9 1.159
2 N 0.756 -0.898 0.254  C1 1.195, C3 1.361
3 C 2.073 -1.157 0.027  N2 1.361, O4 1.220, C5 1.518
4 O 2.487 -2.101 -0.625  C3 1.220
5 C 3.018 -0.221 0.759  C3 1.518, O6 1.153, Cl7 1.812
6 O 3.114 -0.195 1.908  C5 1.153
7 Cl 3.987 0.787 -0.393  C5 1.812
8 H -1.109 -0.076 0.199  C1 1.055
9 H 0.118 0.220 -1.216  C1 1.159

The HOMO energy is -10.228 eV. The calculation puts the frontier orbital gap at 0.377 Ha. The calculation puts the LUMO energy at 0.02 eV. Its SMILES is C=NC(=O)C(=O)Cl.

(c)
# C3H2ClNO2

A single C3H2ClNO2 molecule (ωB97M-V/def2-TZVPD, OMol25).

Last columns: bonded neighbours and bond lengths (Å).
Atoms and positions in Å:
1 O -1.347 0.045 1.427  C2 1.324, H8 1.189
2 C -0.453 -0.075 0.457  O1 1.324, N3 1.434, C6 1.405
3 N 0.410 -1.210 0.607  C2 1.434, C4 1.310
4 C 1.299 -0.876 -0.294  N3 1.310, O5 1.325, H9 1.074
5 O 1.066 0.153 -1.096  C4 1.325, C6 1.391
6 C -0.165 0.668 -0.700  C2 1.405, O5 1.391, Cl7 1.604
7 Cl -0.915 1.873 -1.445  C6 1.604
8 H -1.886 1.101 1.506  O1 1.189
9 H 1.991 -1.680 -0.462  C4 1.074

The HOMO energy is -8.454 eV. The calculation puts the frontier orbital gap at 0.318 Ha. The calculation puts the LUMO energy at 0.19 eV. Its SMILES is Oc1ncoc1Cl.

Stability ranking, top entry: (b); the second entry is 43.5 kJ/mol less favorable.

(a)
# C3H2ClNO2

A single C3H2ClNO2 molecule (ωB97M-V/def2-TZVPD, OMol25).

Last columns: bonded neighbours and bond lengths (Å).
Atoms and positions in Å:
1 O -1.630 2.125 0.640  C2 1.334, H8 1.025
2 C -0.866 1.042 0.496  O1 1.334, C3 1.269, N7 1.342
3 C -1.297 -0.064 0.946  C2 1.269, O4 1.448, H9 1.166
4 O -0.418 -1.060 0.371  C3 1.448, C5 1.265
5 C 0.445 -0.372 -0.247  O4 1.265, Cl6 1.643, N7 1.369
6 Cl 1.648 -1.263 -0.924  C5 1.643
7 N 0.265 0.985 -0.225  C2 1.342, C5 1.369
8 H -1.172 2.977 0.301  O1 1.025
9 H -2.005 -0.568 1.724  C3 1.166

The HOMO energy is -9.035 eV. The calculation puts the frontier orbital gap at 0.360 Ha. The calculation puts the LUMO energy at 0.77 eV. Its SMILES is Oc1coc(Cl)n1.

(b)
# C3H2ClNO2

2 unconnected molecules or ions with the total composition C3H2ClNO2 (ωB97M-V/def2-TZVPD, OMol25).

Last columns: bonded neighbours and bond lengths (Å).
Atoms and positions in Å:
1 C -1.018 1.258 0.063  C2 1.415, N4 1.429, O5 1.185
2 C -0.442 0.841 -1.161  C1 1.415, N4 1.419, O6 1.185
3 C 0.179 -1.074 0.546  N4 1.321, Cl7 1.693, H8 1.080
4 N -0.295 0.027 -0.008  C1 1.429, C2 1.419, C3 1.321
5 O -1.606 1.883 0.880  C1 1.185
6 O -0.120 0.856 -2.301  C2 1.185
7 Cl 0.623 -2.381 -0.434  C3 1.693
8 H 0.059 -1.251 1.605  C3 1.080
9 H 2.620 -0.159 0.811  no bonds

The HOMO energy (alpha / beta) is -8.540 / -10.854 eV. The calculation puts the frontier orbital gap (alpha / beta) at 0.282 / 0.335 Ha. The calculation puts the LUMO energy (alpha / beta) at -0.86 / -1.74 eV.

Stability ranking, top entry: (a); the second entry is 415.6 kJ/mol less favorable.

(a)
# C11H14NP

2 unconnected molecules or ions with the total composition C11H14NP (ωB97M-V/def2-TZVPD, OMol25).

Last columns: bonded neighbours and bond lengths (Å).
Atoms and positions in Å:
1 C -3.539 -2.523 -1.756  C2 1.317, H11 1.088, H12 1.078
2 C -3.301 -1.245 -1.544  C1 1.317, C3 1.482, H13 1.074
3 C -1.983 -0.916 -0.951  C2 1.482, C4 1.315, C10 1.488
4 C -1.877 0.218 -0.294  C3 1.315, C5 1.443, H14 1.125
5 C -0.595 0.760 0.089  C4 1.443, C6 1.524, H15 1.194, H16 1.121
6 C 0.619 -0.073 -0.308  C5 1.524, N7 1.292, C9 1.438
7 N 1.732 0.581 -0.275  C6 1.292, P8 1.706
8 P 3.106 -0.409 -0.481  N7 1.706, H17 1.393, H18 1.401
9 C 0.368 -1.247 -1.098  C6 1.438, C10 1.335, H19 1.076
10 C -0.834 -1.775 -1.342  C3 1.488, C9 1.335, H20 1.108
11 H -4.205 -2.985 -2.482  C1 1.088
12 H -2.978 -3.158 -1.089  C1 1.078
13 H -3.935 -0.467 -1.927  C2 1.074
14 H -2.788 0.753 0.092  C4 1.125
15 H -0.280 1.820 -0.360  C5 1.194
16 H -0.393 1.041 1.156  C5 1.121
17 H 2.967 -0.642 -1.847  P8 1.393
18 H 3.810 0.795 -0.606  P8 1.401
19 H 1.303 -1.764 -1.228  C9 1.076
20 H -1.113 -2.655 -1.954  C10 1.108
21 C 0.858 2.356 3.140  C22 1.369, H24 1.061, H25 1.126
22 C 2.020 1.910 2.570  C21 1.369, C23 1.239
23 C 3.103 1.668 2.019  C22 1.239, H26 1.108, H27 1.154
24 H 0.817 2.785 4.110  C21 1.061
25 H -0.165 2.085 2.756  C21 1.126
26 H 3.685 2.457 1.504  C23 1.108
27 H 3.599 0.630 2.105  C23 1.154

The HOMO energy is -8.216 eV. The calculation puts the frontier orbital gap at 0.290 Ha. The calculation puts the LUMO energy at -0.32 eV. Its SMILES is C=CC1=CC/C(=N/P)C=C1.C=C=C.

(b)
# C11H14NP

2 unconnected molecules or ions with the total composition C11H14NP (ωB97M-V/def2-TZVPD, OMol25).

Last columns: bonded neighbours and bond lengths (Å).
Atoms and positions in Å:
1 C 4.065 1.571 -0.053  C2 1.313, H11 1.175, H12 1.073
2 C 3.806 0.313 -0.326  C1 1.313, C3 1.422, H13 1.093
3 C 2.614 -0.343 0.088  C2 1.422, C4 1.356, C10 1.441
4 C 1.981 -1.158 -0.791  C3 1.356, C5 1.525, H14 1.111
5 C 0.463 -1.299 -0.762  C4 1.525, C6 1.528, H15 1.176, H16 1.096
6 C -0.223 -1.043 0.579  C5 1.528, N7 1.285, C9 1.392
7 N -1.431 -1.445 0.759  C6 1.285, P8 1.667
8 P -2.841 -1.083 1.570  N7 1.667, H17 1.393, H18 1.341
9 C 0.587 -0.417 1.522  C6 1.392, C10 1.377, H19 1.099
10 C 1.882 -0.016 1.285  C3 1.441, C9 1.377, H20 1.130
11 H 4.938 2.106 -0.628  C1 1.175
12 H 3.494 2.104 0.683  C1 1.073
13 H 4.504 -0.149 -1.029  C2 1.093
14 H 2.478 -1.587 -1.687  C4 1.111
15 H -0.033 -0.369 -1.283  C5 1.176
16 H 0.052 -2.143 -1.327  C5 1.096
17 H -3.231 -2.419 1.595  P8 1.393
18 H -2.465 -1.133 2.856  P8 1.341
19 H 0.122 -0.279 2.509  C9 1.099
20 H 2.528 0.437 2.093  C10 1.130
21 C -2.540 1.181 -2.153  C22 1.279, H24 1.034, H25 1.047
22 C -3.272 1.198 -1.104  C21 1.279, C23 1.304
23 C -4.026 1.308 -0.046  C22 1.304, H26 1.090, H27 1.104
24 H -2.174 0.278 -2.498  C21 1.034
25 H -2.660 1.901 -2.903  C21 1.047
26 H -5.067 1.026 0.113  C23 1.090
27 H -3.549 1.461 0.937  C23 1.104

The HOMO energy (alpha / beta) is -7.838 / -7.838 eV. The calculation puts the frontier orbital gap (alpha / beta) at 0.278 / 0.278 Ha. The calculation puts the LUMO energy (alpha / beta) at -0.26 / -0.27 eV. Its SMILES is C=CC1=CC/C(=N/P)C=C1.C=C=C.

Stability ranking, top entry: (b); the second entry is 61.4 kJ/mol less favorable.

(a)
# C2H4N2O2S

3 unconnected molecules or ions with the total composition C2H4N2O2S (ωB97M-V/def2-TZVPD, OMol25).

Last columns: bonded neighbours and bond lengths (Å).
Atoms and positions in Å:
1 C 1.429 -0.245 0.264  C2 1.337, H8 1.077, H9 1.041
2 C 2.695 -0.276 -0.167  C1 1.337, H10 1.065, H11 1.064
3 N -2.027 1.802 -0.194  N4 1.114
4 N -2.515 2.799 -0.111  N3 1.114
5 O -2.808 -1.299 -1.266  S7 1.450
6 O -2.799 -0.970 1.197  S7 1.456
7 S -2.168 -0.734 -0.093  O5 1.450, O6 1.456
8 H 1.120 -0.899 1.062  C1 1.077
9 H 0.755 0.491 -0.030  C1 1.041
10 H 3.085 0.461 -0.828  C2 1.065
11 H 3.235 -1.130 0.167  C2 1.064

The HOMO energy is -10.371 eV. The calculation puts the frontier orbital gap at 0.344 Ha. The calculation puts the LUMO energy at -1.01 eV.

(b)
# C2H4N2O2S

A single C2H4N2O2S molecule (ωB97M-V/def2-TZVPD, OMol25).

Last columns: bonded neighbours and bond lengths (Å).
Atoms and positions in Å:
1 C -1.553 -0.464 0.782  S2 1.837, H8 1.159, H9 1.117, H10 1.067
2 S -0.856 1.199 1.133  C1 1.837, C3 1.759
3 C 0.659 1.110 0.246  S2 1.759, O4 1.188, N5 1.382
4 O 1.637 1.679 0.608  C3 1.188
5 N 0.799 0.211 -0.795  C3 1.382, N6 1.297, H11 1.115
6 N 2.046 -0.105 -0.959  N5 1.297, O7 1.200
7 O 2.373 -0.898 -1.799  N6 1.200
8 H -0.801 -1.322 0.989  C1 1.159
9 H -1.855 -0.395 -0.291  C1 1.117
10 H -2.417 -0.669 1.373  C1 1.067
11 H -0.031 -0.347 -1.286  N5 1.115

The HOMO energy is -9.515 eV. The calculation puts the frontier orbital gap at 0.353 Ha. The calculation puts the LUMO energy at 0.08 eV. Its SMILES is CSC(=O)NN=O.

Stability ranking, top entry: (a); the second entry is 193.2 kJ/mol less favorable.